340
Properties=species:S:1:pos:R:3:mulliken_charge:R:1 method="wB97M-V/def2-TZVPD" homo_energy_ev=-8.3 e_tot_ha=-5779.53861
C 20.510 -23.692 0.727 -1.3640
C 20.878 -24.858 -0.172 1.6404
C 22.143 -25.463 0.501 -1.3883
O 22.548 -26.566 -0.276 0.1794
C 23.696 -27.118 0.270 -1.0161
N 19.757 -25.776 -0.220 2.2057
H 20.418 -23.995 1.795 -0.0553
H 19.602 -23.134 0.372 0.2486
H 21.396 -23.013 0.782 0.5133
H 21.111 -24.566 -1.227 -0.7429
H 21.895 -25.843 1.494 0.2628
H 22.966 -24.753 0.667 0.7245
H 23.970 -27.976 -0.372 0.2470
H 23.534 -27.559 1.245 0.3378
H 24.516 -26.440 0.278 0.3129
H 19.430 -26.004 0.705 -0.5812
H 20.172 -26.634 -0.610 -1.2584
C 15.477 -26.773 -7.067 -0.7658
C 16.978 -26.525 -6.697 0.8170
C 17.398 -25.203 -7.371 -1.2157
O 17.375 -25.331 -8.767 -0.3538
C 18.042 -24.317 -9.422 -0.8354
N 17.355 -26.523 -5.297 1.6797
H 15.169 -27.794 -6.763 -0.1648
H 15.245 -26.644 -8.142 0.5186
H 14.849 -25.987 -6.633 0.3249
H 17.652 -27.227 -7.187 -0.3598
H 18.431 -24.962 -7.037 0.5138
H 16.788 -24.331 -6.994 0.3617
H 17.557 -24.249 -10.394 0.2917
H 19.102 -24.566 -9.611 0.2580
H 17.928 -23.343 -8.916 0.3272
H 17.347 -27.455 -4.915 -1.1896
H 16.910 -25.807 -4.699 -0.0966
C 11.183 -23.945 -2.438 -1.8896
C 11.174 -25.323 -1.917 2.5839
C 10.780 -25.373 -0.488 -0.6414
O 9.472 -24.907 -0.363 -0.4122
C 9.109 -24.609 0.961 -0.6051
N 10.225 -26.130 -2.776 -0.5518
H 10.250 -23.367 -2.321 0.2315
H 11.432 -23.945 -3.504 0.4470
H 11.941 -23.323 -1.923 0.3530
H 12.143 -25.833 -1.923 -0.9172
H 11.417 -24.693 0.139 0.4768
H 10.864 -26.380 -0.072 0.1378
H 9.095 -25.548 1.507 0.0966
H 8.074 -24.171 0.998 0.3152
H 9.896 -23.958 1.478 0.3068
H 9.259 -25.736 -2.626 0.4863
H 10.152 -27.045 -2.333 -0.3649
C 12.187 -29.759 -8.701 -1.9259
C 12.838 -29.707 -7.380 2.2616
C 12.450 -28.492 -6.572 -1.5605
O 13.257 -28.546 -5.383 0.9213
C 13.035 -27.501 -4.407 -0.4688
N 12.545 -30.893 -6.588 1.3071
H 12.255 -28.838 -9.325 0.3837
H 11.111 -29.888 -8.559 0.3553
H 12.562 -30.580 -9.289 0.3674
H 13.953 -29.769 -7.533 -0.9711
H 11.386 -28.543 -6.315 0.5976
H 12.544 -27.538 -7.177 0.2969
H 13.773 -27.822 -3.667 -0.1578
H 11.977 -27.431 -4.007 0.1821
H 13.355 -26.569 -4.896 0.0372
H 11.543 -30.852 -6.302 -0.3139
H 13.025 -30.882 -5.707 -1.1153
C 23.152 -25.495 -3.509 -0.9031
C 22.307 -26.620 -4.307 -0.1312
C 21.809 -27.730 -3.335 0.4821
O 21.039 -28.719 -3.987 0.4987
C 21.801 -29.681 -4.721 -0.7207
N 21.250 -26.010 -5.027 -0.6009
H 22.455 -25.143 -2.730 -0.3220
H 23.317 -24.723 -4.283 0.4346
H 24.137 -25.887 -3.169 0.3798
H 22.948 -27.178 -5.009 0.5513
H 21.110 -27.247 -2.625 -1.0055
H 22.677 -28.198 -2.836 0.3825
H 22.485 -30.241 -4.060 0.2913
H 22.443 -29.245 -5.512 0.3038
H 21.075 -30.363 -5.176 -0.0981
H 20.724 -26.715 -5.530 0.2681
H 20.622 -25.640 -4.376 0.2921
C 11.994 -29.915 4.559 -2.0865
C 12.293 -28.754 3.584 1.7327
C 11.717 -27.435 4.090 -0.6665
O 10.308 -27.658 4.216 -0.2882
C 9.629 -26.564 4.813 -0.8498
N 13.743 -28.498 3.384 -0.0621
H 10.923 -29.906 4.703 0.4260
H 12.316 -29.629 5.515 0.4744
H 12.494 -30.844 4.266 0.4730
H 11.836 -29.040 2.609 -0.9198
H 11.912 -26.623 3.369 0.2365
H 12.177 -27.138 5.051 0.4119
H 9.715 -25.652 4.212 0.2727
H 9.857 -26.483 5.858 0.3216
H 8.559 -26.869 4.708 0.2731
H 14.131 -29.356 2.963 -0.2653
H 14.174 -28.519 4.308 0.3705
C 15.363 -25.204 2.548 -1.3208
C 16.165 -25.412 1.235 3.2203
C 15.306 -25.303 -0.064 -0.8549
O 14.045 -25.975 -0.022 -0.3936
C 14.084 -27.451 -0.161 2.0146
N 17.341 -24.519 1.181 0.0797
H 14.897 -24.221 2.546 0.5112
H 16.109 -25.249 3.358 0.1638
H 14.558 -25.897 2.776 0.0083
H 16.648 -26.430 1.220 -2.0761
H 15.903 -25.683 -0.853 -0.2702
H 15.132 -24.245 -0.249 0.4423
H 14.067 -28.034 0.787 -0.3068
H 14.912 -27.718 -0.739 -0.0497
H 13.152 -27.589 -0.691 -1.2797
H 17.868 -24.656 0.306 -0.8293
H 17.014 -23.552 1.262 0.3806
C 13.585 -35.362 -1.911 1.6318
C 14.049 -36.796 -1.614 0.3486
C 15.585 -36.982 -1.309 -1.3084
O 16.294 -36.408 -2.401 0.1569
C 17.652 -36.607 -2.398 -0.8483
N 13.353 -37.387 -0.479 -0.7965
H 12.483 -35.389 -2.099 -0.3616
H 13.977 -35.042 -2.836 -0.0639
H 13.887 -34.658 -1.117 -1.1309
H 13.730 -37.395 -2.442 0.1821
H 15.798 -38.045 -1.154 0.3730
H 15.810 -36.441 -0.388 0.4078
H 18.071 -35.826 -3.065 -0.0815
H 17.910 -37.625 -2.760 0.3935
H 18.081 -36.440 -1.399 0.4691
H 12.384 -37.024 -0.434 0.0998
H 13.827 -37.048 0.378 0.3638
C 21.083 -30.552 0.642 -1.4778
C 20.138 -29.367 0.869 3.0581
C 18.790 -29.840 1.316 -1.8828
O 17.910 -28.765 1.560 1.0221
C 16.981 -29.050 2.521 -0.3981
N 20.714 -28.654 2.042 -0.5282
H 20.625 -31.299 -0.046 0.0620
H 21.402 -31.039 1.578 0.4937
H 22.080 -30.248 0.248 0.3663
H 19.995 -28.813 -0.085 -1.2968
H 18.925 -30.355 2.245 1.0470
H 18.351 -30.508 0.639 -0.2604
H 17.531 -29.170 3.470 0.5409
H 16.371 -29.960 2.322 -0.2549
H 16.260 -28.153 2.617 -0.2545
H 21.695 -28.651 1.911 0.4018
H 20.451 -27.658 1.968 -0.4401
C 14.115 -33.334 -9.082 -1.3980
C 13.281 -34.229 -8.248 0.3164
C 13.907 -34.443 -6.850 1.2323
O 14.965 -35.393 -6.900 -0.5471
C 15.469 -35.585 -5.592 -0.0209
N 11.957 -33.606 -8.059 -0.5493
H 15.155 -33.686 -9.104 0.3411
H 14.170 -32.362 -8.623 -0.0652
H 13.648 -33.241 -10.034 0.4691
H 12.991 -35.143 -8.808 0.3852
H 13.123 -34.797 -6.215 -0.2223
H 14.373 -33.552 -6.416 -0.5903
H 15.621 -34.699 -5.013 -0.2518
H 16.449 -36.102 -5.683 0.3624
H 14.792 -36.182 -4.912 0.1691
H 11.977 -32.691 -7.652 0.2498
H 11.391 -34.180 -7.413 0.0553
C 9.940 -33.517 0.975 -1.7582
C 10.347 -34.332 -0.229 2.4174
C 9.733 -35.709 -0.157 -1.2083
O 10.378 -36.464 -1.179 0.4277
C 9.985 -37.827 -1.237 -1.1649
N 10.082 -33.554 -1.440 0.2611
H 10.172 -34.102 1.902 0.4913
H 8.898 -33.240 0.985 0.3955
H 10.500 -32.607 1.036 0.1443
H 11.414 -34.498 -0.250 -1.2251
H 8.614 -35.754 -0.418 0.1986
H 9.901 -36.121 0.871 0.3186
H 10.533 -38.320 -1.998 0.3853
H 8.897 -37.904 -1.423 0.2653
H 10.143 -38.319 -0.244 0.3402
H 9.165 -33.088 -1.491 -0.1892
H 10.169 -34.225 -2.224 -0.3174
C 10.717 -36.485 -4.259 -0.3654
C 10.924 -37.177 -5.549 0.3240
C 10.211 -38.525 -5.585 -1.0235
O 10.685 -39.339 -4.548 -0.1477
C 10.344 -40.711 -4.655 -0.8203
N 10.538 -36.271 -6.629 -0.2049
H 9.675 -36.596 -3.946 0.4071
H 11.045 -35.437 -4.402 0.1946
H 11.336 -36.895 -3.452 -0.5055
H 11.989 -37.445 -5.714 0.0268
H 10.503 -39.028 -6.515 0.4693
H 9.116 -38.378 -5.457 0.3196
H 10.913 -41.034 -3.778 0.2402
H 10.613 -41.293 -5.566 0.2952
H 9.253 -40.838 -4.576 0.3160
H 9.603 -35.847 -6.506 0.1486
H 10.539 -36.778 -7.533 0.2657
C 13.620 -33.713 1.395 -1.0197
C 14.451 -32.425 1.470 0.0020
C 15.328 -32.289 0.247 1.5860
O 16.287 -33.310 0.305 -0.6800
C 16.982 -33.524 -0.910 0.5834
N 13.673 -31.166 1.662 1.3205
H 13.068 -33.850 0.445 -0.4895
H 12.970 -33.975 2.194 0.5066
H 14.337 -34.520 1.326 0.5632
H 15.085 -32.533 2.324 0.5583
H 15.690 -31.238 0.080 -0.7336
H 14.693 -32.413 -0.630 -0.3807
H 16.235 -33.521 -1.716 -0.2759
H 17.511 -34.422 -0.864 0.4189
H 17.640 -32.672 -0.978 -0.5523
H 13.144 -31.089 0.782 -1.0400
H 12.989 -31.449 2.336 0.0872
C 17.729 -28.107 -1.716 0.2716
C 17.575 -29.467 -2.414 2.5341
C 16.126 -29.873 -2.409 -0.2378
O 15.965 -31.159 -2.933 0.0024
C 15.242 -31.119 -4.144 0.4305
N 18.007 -29.374 -3.823 2.3188
H 18.776 -27.845 -1.750 -1.2707
H 17.406 -28.100 -0.665 -0.3860
H 17.141 -27.410 -2.314 0.0186
H 18.129 -30.268 -1.896 -0.3680
H 15.622 -29.159 -3.028 -0.5190
H 15.580 -29.775 -1.492 -0.3033
H 14.182 -30.939 -4.061 -0.1062
H 15.360 -32.135 -4.578 -0.5321
H 15.688 -30.365 -4.798 -0.0311
H 18.903 -28.984 -3.872 -0.4954
H 17.975 -30.320 -4.170 -1.3327
C 20.378 -24.604 4.561 -1.7237
C 19.865 -25.965 4.398 0.5142
C 18.779 -26.245 5.540 -0.8533
O 19.510 -26.418 6.705 -0.3508
C 18.950 -25.745 7.774 -0.7647
N 19.203 -26.076 3.106 0.4308
H 21.199 -24.280 3.918 0.3081
H 20.761 -24.577 5.610 0.4797
H 19.626 -23.821 4.474 0.3554
H 20.646 -26.739 4.443 0.4397
H 18.168 -27.151 5.318 0.1944
H 18.122 -25.396 5.610 0.5060
H 18.810 -24.687 7.503 0.3235
H 19.683 -25.712 8.575 0.2834
H 18.001 -26.157 8.068 0.3197
H 18.556 -25.327 3.013 -0.1183
H 18.696 -26.946 2.942 -0.5558
C 18.246 -29.467 -9.030 -1.7404
C 17.708 -30.420 -7.925 -0.1192
C 18.753 -30.643 -6.842 -0.5661
O 18.229 -31.429 -5.801 1.1474
C 17.983 -32.791 -6.208 -0.5829
N 16.449 -29.910 -7.405 0.2591
H 19.275 -29.745 -9.239 0.4853
H 18.307 -28.418 -8.791 0.2827
H 17.737 -29.537 -9.981 0.3524
H 17.571 -31.379 -8.431 0.2130
H 19.105 -29.699 -6.396 -0.3140
H 19.687 -31.163 -7.254 0.5437
H 17.274 -32.829 -7.009 0.2937
H 17.698 -33.382 -5.322 -0.3849
H 18.924 -33.217 -6.560 0.3397
H 16.642 -29.063 -6.858 -0.6432
H 15.974 -30.536 -6.794 -0.2085
C 8.631 -31.112 -6.062 -1.5779
C 8.860 -32.636 -5.890 2.0509
C 8.075 -33.246 -4.751 -1.4405
O 8.287 -32.509 -3.504 0.0248
C 7.286 -31.594 -3.141 -0.5548
N 8.468 -33.386 -7.087 -0.6077
H 8.913 -30.526 -5.188 0.1178
H 7.609 -30.851 -6.338 0.4531
H 9.329 -30.794 -6.838 0.2465
H 9.868 -32.866 -5.544 -0.1563
H 8.407 -34.280 -4.711 -0.0853
H 6.994 -33.284 -4.919 0.4789
H 7.097 -30.952 -4.003 0.4041
H 7.670 -30.965 -2.340 -0.1479
H 6.403 -32.118 -2.776 0.2678
H 8.922 -33.171 -7.954 0.2766
H 7.495 -33.231 -7.224 0.2919
C 11.011 -30.200 -3.103 -0.8402
C 11.559 -30.122 -1.684 2.2400
C 10.437 -29.933 -0.697 -0.6876
O 9.760 -28.723 -1.015 0.2424
C 8.678 -28.427 -0.181 -0.9566
N 12.226 -31.317 -1.202 1.9179
H 10.544 -29.279 -3.461 0.4744
H 10.264 -31.002 -3.279 -0.3761
H 11.861 -30.339 -3.734 -0.5356
H 12.317 -29.312 -1.619 -0.6134
H 10.933 -29.855 0.265 -0.4256
H 9.844 -30.831 -0.708 0.6938
H 8.078 -29.365 -0.201 0.3678
H 8.099 -27.702 -0.741 0.2498
H 8.956 -28.134 0.827 0.1057
H 11.626 -32.157 -1.387 -0.7943
H 13.093 -31.514 -1.660 -0.6051
C 18.858 -22.608 -4.640 -1.3164
C 18.670 -23.337 -3.269 -0.0818
C 17.201 -23.347 -2.814 -0.3053
O 16.437 -24.079 -3.787 -0.1257
C 15.043 -24.108 -3.442 -0.3810
N 19.135 -24.715 -3.277 0.7391
H 18.167 -23.092 -5.366 -0.0227
H 19.879 -22.795 -5.001 0.3909
H 18.640 -21.551 -4.484 0.4580
H 19.234 -22.849 -2.491 0.5281
H 16.842 -22.330 -2.716 0.5635
H 17.077 -23.694 -1.807 0.0772
H 14.686 -23.076 -3.308 0.4810
H 14.902 -24.623 -2.485 -0.0543
H 14.537 -24.730 -4.166 0.0395
H 18.999 -25.023 -2.285 -0.9607
H 18.652 -25.327 -3.912 0.1965
C 21.561 -36.456 -5.267 -1.5050
C 21.799 -34.967 -4.966 0.2849
C 20.767 -34.493 -3.975 -0.1852
O 21.009 -33.101 -3.835 -0.3048
C 20.175 -32.374 -2.946 0.1565
N 23.159 -34.815 -4.490 -0.7854
H 22.473 -36.923 -5.686 0.3901
H 20.726 -36.538 -5.908 0.3802
H 21.338 -36.915 -4.280 0.3035
H 21.683 -34.416 -5.912 0.2588
H 20.882 -34.948 -3.008 0.5044
H 19.721 -34.708 -4.241 -0.2043
H 19.139 -32.310 -3.296 -0.0639
H 20.631 -31.343 -2.877 -0.4727
H 20.049 -32.880 -1.984 0.6041
H 23.214 -35.346 -3.649 0.3040
H 23.213 -33.841 -4.154 0.3000